Entry P
# C6H12Cl6

A 3-piece molecular cluster, C6H12Cl6 overall (the ωB97M-V functional and the def2-TZVPD basis, the Open Molecules 2025 dataset).

Last column: natural (NBO) charge in e.
Atoms and positions in Å:
Cl -12.96554 -6.70274 13.22419  -0.064
C -12.30682 -5.30467 12.30572  -0.386
C -11.91407 -5.64807 10.87619  -0.390
Cl -10.92575 -7.12742 10.75499  -0.047
H -11.45614 -4.89865 12.85078  0.224
H -13.08126 -4.53957 12.29533  0.223
H -11.34339 -4.80375 10.49200  0.223
H -12.79082 -5.76654 10.24489  0.218
Cl -9.20404 -2.89984 18.29858  -0.040
C -9.15728 -2.05662 16.75658  -0.407
C -9.01415 -0.55275 16.92927  -0.367
Cl -10.36963 0.11502 17.93048  -0.084
H -10.06771 -2.27361 16.20712  0.220
H -8.27240 -2.41721 16.23721  0.230
H -9.04309 0.02584 16.01096  0.226
H -8.11927 -0.26467 17.47505  0.221
Cl -10.83158 -7.26085 17.76894  -0.047
C -9.69672 -6.63916 16.56315  -0.389
C -10.39310 -5.61908 15.69528  -0.409
Cl -9.29194 -4.93063 14.50476  -0.060
H -9.30444 -7.48865 16.00794  0.222
H -8.84712 -6.20980 17.09421  0.222
H -10.87116 -4.85411 16.30725  0.224
H -11.21840 -6.08036 15.15067  0.235

- SMILES string = ClCCCl.ClCCCl.ClCCCl
- total charge = 0
- frontier orbital gap (eV) = 11.2
- LUMO energy (eV) = 0.455

=====

Entry Q
# C6H12Cl6

A 3-piece molecular cluster, C6H12Cl6 overall (the ωB97M-V functional and the def2-TZVPD basis, the Open Molecules 2025 dataset).

Last column: natural (NBO) charge in e.
Atoms and positions in Å:
Cl 6.43120 3.36510 -1.79863  -0.066
C 4.66915 3.65906 -1.81079  -0.386
C 4.36835 5.01336 -1.23868  -0.399
Cl 4.55884 5.16731 0.51154  -0.049
H 4.20545 2.91804 -1.15966  0.227
H 4.34728 3.59163 -2.84999  0.228
H 3.33358 5.24780 -1.48849  0.217
H 4.95498 5.84930 -1.61972  0.228
Cl -3.03295 1.00748 0.89722  -0.075
C -2.77443 2.18989 2.20413  -0.377
C -1.23293 2.14820 2.37202  -0.373
Cl -0.80601 3.20248 3.76021  -0.083
H -3.35747 1.83320 3.05321  0.233
H -3.03425 3.15673 1.77303  0.224
H -0.73112 2.56263 1.49765  0.225
H -0.88111 1.16478 2.68378  0.227
Cl -0.84318 -7.66653 -0.69397  -0.073
C -2.50708 -7.20223 -1.21543  -0.376
C -2.88486 -5.80253 -0.66781  -0.377
Cl -3.03942 -5.81022 1.13430  -0.067
H -3.23631 -7.97791 -0.98160  0.229
H -2.35162 -7.03921 -2.28189  0.222
H -3.87989 -5.61276 -1.07029  0.216
H -2.27618 -4.96561 -1.01014  0.226

- SMILES string = ClCCCl.ClCCCl.ClCCCl
- total charge = 0
- frontier orbital gap (eV) = 11.4
- LUMO energy (eV) = 0.559

=====

Which of them is the most stable? Correct choice: entry P.

=====

Entry P
# C2H7N2O

A 2-piece molecular cluster, C2H7N2O overall (the ωB97M-V functional and the def2-TZVPD basis, the Open Molecules 2025 dataset).

Last column: natural (NBO) charge in e.
Atoms and positions in Å:
N 0.65732 -2.17334 -1.55129  -0.919
C 0.85093 -1.01271 -0.61348  0.122
O -0.21389 -0.78151 0.17995  -0.971
H 0.14163 -1.90803 -2.38325  0.323
H 0.03580 -2.79417 -1.04236  0.342
H 1.74940 -1.31013 -0.02903  0.070
H 1.09252 -0.13859 -1.25384  0.064
C -0.77984 1.98963 0.97741  -0.026
N -1.16587 2.72205 1.95003  -0.688
H -0.24011 1.03960 1.04843  0.232
H -1.01702 2.23916 -0.06211  0.133
H -1.11087 2.12806 2.77953  0.318

- total charge = -1
- frontier orbital gap (eV) = 7.3
- LUMO energy (eV) = 4.597

=====

Entry Q
# C2H7N2O

A 2-piece molecular cluster, C2H7N2O overall (the ωB97M-V functional and the def2-TZVPD basis, the Open Molecules 2025 dataset).

Last column: natural (NBO) charge in e.
Atoms and positions in Å:
C -1.87925 -0.97367 0.69238  -0.222
O -0.90209 -0.22462 1.31489  -0.810
H -2.41260 -1.66817 1.45475  0.137
H -1.34221 -1.53926 -0.00581  0.159
H -2.51597 -0.35654 0.18039  0.145
N 2.04691 -0.13692 -1.10551  -0.959
C 1.18901 0.60452 -0.13972  -0.008
N 0.53673 1.69289 -0.57649  -0.934
H 3.07380 -0.10118 -0.82141  0.361
H 1.93670 0.16488 -2.06754  0.312
H -0.21339 0.22794 0.83570  0.487
H 0.48236 2.31012 0.23837  0.333

- total charge = -1
- frontier orbital gap (eV) = 6.3
- LUMO energy (eV) = 4.348

=====

Which of them is the most stable? Correct choice: entry P.

=====

Entry P
# C2H8N2O2

A 2-piece molecular cluster, C2H8N2O2 overall (the ωB97M-V functional and the def2-TZVPD basis, the Open Molecules 2025 dataset).

Last column: natural (NBO) charge in e.
Atoms and positions in Å:
N 2.13443 -1.16094 -1.11956  -0.811
C 1.94285 0.12729 -1.47028  0.536
O 0.93728 0.76627 -1.24700  -0.625
H 1.61793 -1.58738 -0.36676  0.403
H 3.05199 -1.54747 -1.27926  0.392
H 2.80448 0.57823 -1.99078  0.114
N -1.36118 1.34438 0.69957  -0.852
C -1.73408 0.23056 1.50237  0.087
O -1.88793 -1.00869 0.78191  -0.750
H -2.11512 1.60333 0.07010  0.354
H -0.54220 1.15551 0.12899  0.385
H -2.66695 0.44270 2.01481  0.168
H -0.92841 0.04969 2.21498  0.142
H -1.25309 -0.99349 0.06091  0.459

- SMILES string = NC=O.NCO
- total charge = 0
- frontier orbital gap (eV) = 9.9
- LUMO energy (eV) = 0.616

=====

Entry Q
# C2H8N2O2

A 2-piece molecular cluster, C2H8N2O2 overall (the ωB97M-V functional and the def2-TZVPD basis, the Open Molecules 2025 dataset).

Last column: natural (NBO) charge in e.
Atoms and positions in Å:
N 1.20981 0.25767 -1.19108  -0.830
C 0.19316 1.33874 -0.84053  -0.314
C -0.29476 0.90280 0.52529  0.650
N -1.28682 -0.03763 0.47730  -0.829
O -0.09079 1.51743 1.55839  -0.593
H 1.88186 0.60540 -1.87047  0.360
H 1.85362 0.24822 -0.37590  0.351
H 0.66097 2.31178 -0.90000  0.211
H -0.67980 1.30312 -1.47117  0.197
H -1.40912 -0.43388 -0.44029  0.389
H -1.60151 -0.52276 1.29615  0.408
O 0.23157 -3.12002 -0.20030  -0.938
H 0.58592 -2.27298 0.08074  0.476
H -0.73382 -3.06304 -0.10997  0.463

- SMILES string = NCC(N)=O.O
- total charge = 0
- frontier orbital gap (eV) = 10.6
- LUMO energy (eV) = 0.609

=====

Entry R
# C2H8N2O2

A 2-piece molecular cluster, C2H8N2O2 overall (the ωB97M-V functional and the def2-TZVPD basis, the Open Molecules 2025 dataset).

Last column: natural (NBO) charge in e.
Atoms and positions in Å:
C 1.42125 1.01828 0.95803  -0.706
C 0.01956 0.76726 0.46483  0.657
O -0.85624 0.26439 1.14520  -0.651
N -0.21288 1.10707 -0.82400  -0.459
N -1.42674 0.79685 -1.46637  -0.643
H 2.03322 1.52512 0.21913  0.211
H 1.37934 1.60599 1.87195  0.243
H 1.87026 0.05753 1.20533  0.243
H 0.53742 1.36060 -1.45203  0.388
H -2.16441 1.38704 -1.08193  0.356
H -1.68011 -0.16797 -1.24599  0.362
O -0.68883 -3.15661 0.32047  -0.952
H -0.75184 -2.32243 0.79859  0.483
H -1.52136 -3.61480 0.45894  0.469

- SMILES string = CC(=O)NN.O
- total charge = 0
- frontier orbital gap (eV) = 11.0
- LUMO energy (eV) = 0.837

=====

Which of them is the most stable? Correct choice: entry P.

=====

Entry P
# C2H4ClOP

A 2-piece molecular cluster, C2H4ClOP overall (the ωB97M-V functional and the def2-TZVPD basis, the Open Molecules 2025 dataset).

Last column: natural (NBO) charge in e.
Atoms and positions in Å:
C -0.21070 -0.82080 0.07611  -0.128
C -0.67641 -0.55594 -1.26621  -0.686
O 1.06902 -1.37947 -0.30309  -0.770
P 0.71539 -1.27640 -1.93008  0.940
Cl -0.09771 2.43840 1.63540  -0.281
H 0.04854 0.11025 0.60867  0.209
H -0.59454 -1.48078 0.77030  0.206
H -1.39690 0.14502 -1.53688  0.222
H 1.14330 2.81974 1.94577  0.288

- total charge = 0
- frontier orbital gap (eV) = 9.2
- LUMO energy (eV) = 0.445

=====

Entry Q
# C2H4ClOP

One molecule with the formula C2H4ClOP (the ωB97M-V functional and the def2-TZVPD basis, the Open Molecules 2025 dataset).

Last column: natural (NBO) charge in e.
Atoms and positions in Å:
C -0.11231 -1.57720 0.47975  -0.237
O -0.68993 -0.44476 -0.12367  -0.577
C 0.04102 0.98814 -0.34550  -0.278
P -0.97844 2.26286 -0.84579  0.672
Cl 0.49408 3.73690 -0.83069  -0.311
H -0.81686 -2.31328 0.49339  0.196
H 0.33238 -1.39937 1.43991  0.168
H 0.64885 -2.08692 -0.11116  0.160
H 1.08122 0.83364 -0.15625  0.207

- SMILES string = CO/C=P/Cl
- total charge = 0
- frontier orbital gap (eV) = 8.8
- LUMO energy (eV) = -0.190

=====

Which of them is the most stable? Correct choice: entry P.

=====

Entry P
# C5H15NO

A 2-piece molecular cluster, C5H15NO overall (the ωB97M-V functional and the def2-TZVPD basis, the Open Molecules 2025 dataset).

Last column: natural (NBO) charge in e.
Atoms and positions in Å:
C -0.58409 0.02829 -1.97178  -0.653
C 0.26776 -0.33858 -0.73470  -0.007
C -0.66273 -0.88917 0.30785  -0.633
N 0.99777 0.86387 -0.11861  -0.473
C 2.43386 0.89772 -0.53380  -0.424
C 0.32205 2.11144 0.13225  -0.402
H -0.52797 1.06111 -2.33296  0.217
H -0.14761 -0.56961 -2.82111  0.217
H -1.55931 -0.22295 -1.67304  0.210
H 1.11638 -1.19823 -0.77650  0.197
H -1.10204 -1.82255 0.02844  0.215
H -1.34921 -0.11626 0.73629  0.194
H 0.01689 -0.93066 1.06378  0.221
H 2.56699 1.34006 -1.51134  0.176
H 3.02290 0.08619 -0.23709  0.206
H 2.74746 1.88096 -0.13657  0.197
H -0.69555 1.88806 0.34849  0.201
H 0.77847 2.60054 0.96244  0.199
H 0.24275 2.90646 -0.74383  0.141
O -2.45839 -3.11683 3.07660  -0.955
H -2.24201 -3.83475 3.72057  0.486
H -3.18436 -2.62510 3.21462  0.470

- SMILES string = CC(C)N(C)C.O
- total charge = 0
- frontier orbital gap (eV) = 8.7
- LUMO energy (eV) = 0.935

=====

Entry Q
# C5H15NO

A 2-piece molecular cluster, C5H15NO overall (the ωB97M-V functional and the def2-TZVPD basis, the Open Molecules 2025 dataset).

Last column: natural (NBO) charge in e.
Atoms and positions in Å:
C 1.88557 -0.62122 1.51452  -0.616
C 2.37975 -0.14709 0.17089  -0.420
C 1.66027 1.09693 -0.38184  -0.392
C 0.27759 1.06465 -1.05016  -0.413
C -0.61448 -0.03477 -0.49119  -0.218
N -1.90863 -0.33877 -1.17163  -0.827
H 1.71972 0.17516 2.24278  0.212
H 2.64696 -1.18101 2.04086  0.212
H 1.01014 -1.25885 1.43126  0.206
H 3.41973 0.18212 0.29001  0.208
H 2.48083 -0.78829 -0.67215  0.206
H 2.25669 1.74396 -1.03169  0.211
H 1.62749 1.79142 0.47656  0.191
H 0.38898 0.90383 -2.12786  0.189
H -0.20877 2.01989 -0.88834  0.210
H -0.85494 0.15303 0.56354  0.177
H 0.00556 -0.93565 -0.43599  0.167
H -1.86447 0.17499 -2.05034  0.347
H -1.81389 -1.30642 -1.43564  0.350
O -5.06620 -0.76112 1.28301  -0.941
H -5.25942 -0.84687 0.33932  0.470
H -4.16845 -1.08593 1.38405  0.470

- SMILES string = CCCCCN.O
- total charge = 0
- frontier orbital gap (eV) = 10.6
- LUMO energy (eV) = 0.921

=====

Entry R
# C5H15NO

A 2-piece molecular cluster, C5H15NO overall (the ωB97M-V functional and the def2-TZVPD basis, the Open Molecules 2025 dataset).

Last column: natural (NBO) charge in e.
Atoms and positions in Å:
C -1.73977 0.25819 -1.51263  -0.645
C -1.20432 1.25206 -0.44169  -0.223
N -0.49127 0.81969 0.77383  -0.446
C -1.02776 -0.44205 1.24018  -0.446
C 0.94093 0.65197 0.48948  -0.222
C 1.82278 -0.06011 1.58406  -0.631
H -2.78480 0.39767 -1.80921  0.214
H -1.06090 0.24044 -2.37648  0.207
H -1.68139 -0.77106 -1.10952  0.209
H -2.16111 1.76322 -0.15896  0.186
H -0.65915 2.06227 -0.92588  0.197
H -0.82499 -1.25894 0.55659  0.187
H -2.16056 -0.50152 1.24990  0.199
H -0.89184 -0.54840 2.32099  0.208
H 1.45179 1.65380 0.46348  0.172
H 1.13561 0.32017 -0.52722  0.193
H 1.22471 -0.37845 2.42047  0.224
H 2.59139 0.70541 1.65251  0.217
H 2.32177 -0.95499 1.17776  0.194
O 1.43035 -1.63289 -1.50596  -0.947
H 2.32786 -1.51647 -1.19409  0.475
H 1.44067 -2.06002 -2.36764  0.477

- SMILES string = CCN(C)CC.O
- total charge = 0
- frontier orbital gap (eV) = 8.8
- LUMO energy (eV) = 0.647

=====

Entry S
# C5H15NO

A 2-piece molecular cluster, C5H15NO overall (the ωB97M-V functional and the def2-TZVPD basis, the Open Molecules 2025 dataset).

Last column: natural (NBO) charge in e.
Atoms and positions in Å:
C -0.44050 -0.12966 1.86554  0.298
C -0.06237 1.33466 2.07653  -0.662
N -1.65191 -0.14611 0.85410  -0.815
O 0.50939 -0.89441 1.29276  -0.788
H 0.33630 -0.67868 0.11566  0.429
H -0.81644 -0.55560 2.80731  0.143
H -2.26436 0.66188 0.89896  0.398
H -2.19279 -0.99895 0.95796  0.403
H -0.86651 1.90971 2.54651  0.197
H 0.21332 1.79699 1.12708  0.218
H 0.81012 1.36405 2.72874  0.235
C 0.09813 -0.39637 -1.29741  -0.652
C 0.81146 0.92581 -1.58866  -0.610
C 0.92101 -1.60566 -1.76281  -0.598
H -0.84357 -0.41279 -1.87227  0.190
H -0.99509 -0.23754 -0.13737  0.434
H 1.73168 1.00501 -1.00081  0.201
H 0.19040 1.79202 -1.33411  0.189
H 1.09195 1.03256 -2.64425  0.194
H 0.38957 -2.54450 -1.58422  0.202
H 1.86768 -1.66566 -1.21710  0.203
H 1.16253 -1.55675 -2.83215  0.190

- total charge = 0
- frontier orbital gap (eV) = 8.2
- LUMO energy (eV) = 0.637

=====

Which of them is the most stable? Correct choice: entry Q.